1.
This record from OMol25 describes a structure of composition C23H21F6N5O5S2W in a non-equilibrium geometry. The level of theory is wB97M-V/def2-TZVPD.

Geometry as XYZ:
```
63
C23H21F6N5O5S2W (wB97M-V/def2-TZVPD)
W -0.55446 0.56544 -0.31547
C 2.22865 5.44313 1.01621
C 1.60204 4.88753 -0.09150
C 0.98735 3.65511 0.02219
C 0.95639 2.96891 1.25906
C 1.65129 3.52437 2.34711
C 2.27421 4.74807 2.22012
N 0.22233 1.79351 1.28803
C -0.51364 1.47896 2.40524
C -0.88619 2.36666 3.42957
C -1.74324 1.96158 4.43237
C -2.27535 0.67230 4.44392
C -1.95933 -0.22063 3.43371
C -1.09268 0.16208 2.41002
N -0.85611 -0.69783 1.35321
N 0.43199 -0.75900 0.86808
C 0.43097 -1.82250 -0.08362
C 0.77696 -3.14012 0.16956
C 0.62629 -4.05368 -0.86910
C 0.13223 -3.62669 -2.09562
C -0.16950 -2.28607 -2.27103
N -0.01508 -1.39560 -1.28309
H 2.68953 6.41420 0.93625
H 1.58515 5.41886 -1.03378
H 0.19694 3.67936 -1.73788
H 1.71333 2.97279 3.27173
H 2.80144 5.16924 3.06162
H -0.57603 3.40036 3.37590
H -2.02984 2.66719 5.19760
H -2.95589 0.37812 5.22845
H -2.37065 -1.21743 3.41742
H 1.13335 -3.43149 1.14602
H 0.87687 -5.09158 -0.71088
H -0.01747 -4.32685 -2.90334
H -0.54455 -1.89838 -3.20981
F -1.13653 0.72411 -4.74483
C -1.18934 2.00089 -4.39335
F 0.07440 2.45876 -4.40217
F -1.89390 2.68401 -5.25601
S -1.79720 2.10156 -2.60565
O -0.74025 0.97915 -2.14527
O 0.32977 3.03330 -1.02040
N -2.06746 1.78401 -0.03503
S -3.13813 0.69033 -0.07231
O -2.37129 -0.44791 -0.73904
O -3.69553 0.32549 1.18376
C -4.57767 0.98354 -1.28360
F -5.67023 0.40920 -0.84622
F -4.23598 0.44968 -2.45298
F -4.78027 2.28196 -1.45653
C 3.46385 0.32034 -2.46831
C 4.03091 0.67809 -1.09649
C 2.84439 0.37691 -0.18805
O 1.64795 0.73230 -0.95901
C 2.04112 0.85641 -2.36973
H 3.47142 -0.75969 -2.61657
H 4.01149 0.78593 -3.28262
H 4.30299 1.73269 -1.05381
H 4.89961 0.07810 -0.83810
H 2.83357 0.95711 0.73947
H 2.80279 -0.69472 0.04658
H 2.00353 1.91986 -2.63217
H 1.32508 0.29390 -2.97857
```

Properties
- ⟨S²⟩: 2.0365
- Gap between HOMO and LUMO (spin up / spin down): 6.5 / 5.0 eV
- Total charge: +2
- Lowest unoccupied orbital energy (spin up / spin down): -7.89 / -9.75 eV
- Strongest force on any atom: 0.089 hartree/bohr
- Spin multiplicity: 3
- M: 809.413 g mol⁻¹

2.
This record from OMol25 describes the molecule C5H12N2 in a non-equilibrium geometry. The level of theory is wB97M-V/def2-TZVPD.

Geometry as XYZ:
```
19
C5H12N2 (wB97M-V/def2-TZVPD)
C -1.76922 -0.64849 0.11341
C -0.34168 -0.70128 0.65056
C 0.62880 0.24580 -0.07292
C 1.93545 0.11074 0.22138
N 3.01680 0.42086 -0.60202
C 0.18775 1.26416 -1.09771
N -2.80900 -1.17668 0.97452
H -1.76929 -1.20646 -0.82043
H -2.07058 0.36468 -0.14302
H 0.06148 -1.69874 0.45780
H -0.29765 -0.57178 1.73831
H 2.18677 -0.27160 1.20706
H 3.84086 0.71720 -0.10750
H 2.72729 0.77611 -1.49417
H 0.17302 2.25064 -0.62514
H 0.91881 1.39846 -1.90124
H -0.78788 1.12315 -1.54238
H -2.48999 -1.91706 1.57874
H -3.34175 -0.47971 1.46474
```

Properties
- Gap between HOMO and LUMO: 8.4 eV
- Lowest unoccupied orbital energy: 0.98 eV
- Structure (SMILES): C/C(=C\N)CCN
- Strongest force on any atom: 0.025 hartree/bohr
- Energy above the lowest of the compared OMol25 structures with the same formula, charge and spin: 1.5601 eV
- Spin multiplicity: 1
- M: 100.165 g mol⁻¹

3.
This record from OMol25 describes the molecule C5H15N3O in a non-equilibrium geometry. The level of theory is wB97M-V/def2-TZVPD.

Geometry as XYZ:
```
24
C5H15N3O (wB97M-V/def2-TZVPD)
C 1.97326 0.51318 0.11956
C -0.51071 -0.41403 -1.75486
C -1.48708 -1.33712 0.22807
C 2.17818 -0.95676 0.40079
N -0.49024 -0.41997 -0.30049
H 2.55852 0.81313 -0.74838
H 2.26870 1.08568 0.99991
H -0.19574 -1.39305 -2.11986
H -1.51727 -0.22026 -2.15224
H 0.15373 0.36074 -2.12878
H -2.50498 -1.06573 -0.09115
H -1.28068 -2.34162 -0.14475
H -1.44372 -1.33449 1.31240
H 1.47160 -1.31307 1.14818
H 3.18956 -1.09683 0.78990
H 2.07464 -1.55616 -0.50046
C -0.48806 0.95846 0.30148
N -1.59323 1.80344 -0.11227
N -0.60059 0.80234 1.73834
O 0.67086 1.53808 -0.15551
H 0.24927 0.41367 2.12679
H -2.47742 1.31524 -0.03612
H -1.44649 2.12522 -1.05914
H -0.75211 1.71990 2.13860
```

Properties
- Gap between HOMO and LUMO: 9.2 eV
- Lowest unoccupied orbital energy: 0.94 eV
- Structure (SMILES): CCOC(N)(N)N(C)C
- Strongest force on any atom: 0.064 hartree/bohr
- Energy above the lowest of the compared OMol25 structures with the same formula, charge and spin: 2.1469 eV
- Spin multiplicity: 1
- M: 133.195 g mol⁻¹

4.
This record from OMol25 describes a structure of composition C30H26F2FeN6O2S in a non-equilibrium geometry. The level of theory is wB97M-V/def2-TZVPD.

Geometry as XYZ:
```
68
C30H26F2FeN6O2S (wB97M-V/def2-TZVPD)
Fe 0.13090 0.16866 0.15131
O 1.44047 0.85721 -1.13868
C 1.71244 2.08148 -1.37221
C 2.79364 2.38928 -2.25698
C 3.14056 3.67604 -2.56095
C 2.44116 4.77310 -2.01985
C 1.38672 4.51589 -1.18275
C 0.99533 3.20612 -0.84314
C -0.17225 3.06196 -0.01629
N -0.67747 1.95379 0.37247
C -1.89118 1.98627 1.19380
C -2.35820 0.54244 1.42022
N -1.13483 -0.20787 1.61694
C -0.84105 -0.66016 2.77638
C 0.49881 -0.96654 3.20048
C 0.70496 -1.76831 4.33196
C 1.95565 -1.95223 4.87015
C 3.03623 -1.26930 4.28536
C 2.86363 -0.44690 3.20277
C 1.58940 -0.27042 2.58778
O 1.46956 0.51137 1.58003
H 3.32853 1.54550 -2.67434
H 3.97162 3.85416 -3.23482
H 2.72466 5.78781 -2.26521
H 0.81876 5.33990 -0.76006
H -0.66897 3.99589 0.26960
H -1.65535 2.43151 2.16591
H -2.67144 2.58470 0.71356
H -3.02433 0.48606 2.28851
H -2.88578 0.17001 0.54228
H -1.63509 -0.72736 3.52873
H -0.15552 -2.25673 4.77996
H 2.10455 -2.59333 5.72875
H 4.03052 -1.39238 4.70141
H 3.69778 0.07854 2.75507
S 0.87289 -2.03306 -0.05724
C -0.47035 -2.54413 -1.01301
N -0.78200 -3.76419 -1.34531
N 0.02905 -4.70707 -0.83579
C -0.12611 -6.03240 -1.16948
C -1.14958 -6.46714 -2.01800
C -1.27079 -7.81474 -2.31409
C -0.39296 -8.75285 -1.78652
C 0.62424 -8.31634 -0.94554
C 0.76096 -6.97579 -0.63656
N -1.35905 -1.62448 -1.58263
N -1.14772 -0.41596 -1.28719
C -2.07879 0.44734 -1.95415
C -3.42360 0.10112 -2.04646
C -4.31586 0.96024 -2.66799
C -3.86945 2.15675 -3.21444
C -2.52253 2.48551 -3.13799
C -1.62678 1.63771 -2.50494
H 0.82374 -4.39937 -0.28309
H -1.82936 -5.73610 -2.43005
H -2.06825 -8.13621 -2.97370
H -0.49737 -9.80293 -2.02605
H 1.32196 -9.02950 -0.52325
H 1.55548 -6.64267 0.02115
H -3.74952 -0.84337 -1.63073
H -5.36332 0.69160 -2.72939
H -4.56708 2.82545 -3.70317
H -2.15887 3.40660 -3.57643
H -0.57703 1.87991 -2.45981
F 2.22112 -0.94990 -3.81329
C 0.93911 -0.63957 -3.62747
F 0.58456 0.34360 -4.46567
H 0.26808 -1.50024 -3.63721
```

Properties
- ⟨S²⟩: 1.0558
- Gap between HOMO and LUMO (spin up / spin down): 4.5 / 4.0 eV
- Total charge: -1
- Lowest unoccupied orbital energy (spin up / spin down): 1.99 / 0.85 eV
- Strongest force on any atom: 0.046 hartree/bohr
- Energy above the lowest of the compared OMol25 structures with the same formula, charge and spin: 1.8340 eV
- Spin multiplicity: 2
- M: 628.486 g mol⁻¹

5.
This record from OMol25 describes a structure of composition C54H58N6OS2Zr in a non-equilibrium geometry. The level of theory is wB97M-V/def2-TZVPD.

Geometry as XYZ:
```
122
C54H58N6OS2Zr (wB97M-V/def2-TZVPD)
Zr -0.88196 0.54079 -0.39176
C -2.55076 3.31325 2.76160
C -3.56841 3.97353 2.10151
C -3.88527 3.60117 0.80310
C -3.17276 2.58955 0.20327
N -2.17806 1.94282 0.84768
C -1.88197 2.30194 2.10122
C -3.42824 2.13088 -1.18025
C -4.45771 2.57657 -1.97749
C -4.57750 2.06470 -3.26414
C -3.71443 1.07194 -3.70002
C -2.74128 0.61341 -2.83824
N -2.57345 1.18113 -1.62446
C -1.89826 -0.58205 -3.08888
C -1.93174 -1.30502 -4.26238
C -1.27062 -2.52531 -4.31807
C -0.60893 -2.99398 -3.19476
C -0.56145 -2.18926 -2.07741
N -1.15936 -0.99143 -2.03930
H -2.27179 3.56881 3.77502
H -4.11435 4.77228 2.58745
H -4.67393 4.10847 0.26823
H -1.08572 1.75159 2.57838
H -5.16840 3.30356 -1.61266
H -5.36404 2.42201 -3.91597
H -3.82597 0.64696 -4.68770
H -2.49231 -0.94336 -5.11287
H -1.28952 -3.11286 -5.22794
H -0.12394 -3.96017 -3.18298
H -0.01912 -2.48173 -1.18513
C -3.38906 -3.29510 -0.37121
C -3.52371 -1.84740 0.09782
C -4.86981 -1.24832 -0.30615
C -3.25478 -1.73266 1.59123
C -4.19705 -2.22860 2.48627
C -3.95886 -2.22536 3.85110
C -2.77628 -1.69514 4.34119
C -1.81085 -1.16851 3.49235
C -0.56663 -0.53886 4.11561
C 0.33406 -1.54361 4.84290
C -0.96798 0.55521 5.12290
C -2.05444 -1.21864 2.10671
N -1.02732 -0.77695 1.20734
C 0.19889 -1.43362 1.24048
C 1.32496 -0.86713 0.65834
N 1.21088 0.26012 -0.13637
C 2.38054 1.08712 -0.26125
C 3.16766 1.10807 -1.41213
C 4.25145 1.99229 -1.44418
C 4.58100 2.81203 -0.38599
C 3.80073 2.77061 0.75856
C 2.69825 1.92871 0.84355
C 1.92449 1.91943 2.16414
C 2.73816 1.25232 3.28074
C 1.48516 3.32516 2.59035
C 3.05076 0.22378 -2.65527
C 4.11784 -0.88011 -2.63146
C 1.68957 -0.40461 -2.93487
C 2.48566 -1.72046 0.97596
C 3.83979 -1.65436 0.78882
C 4.64774 -2.72293 1.27135
C 4.11592 -3.81632 1.90757
C 2.71237 -3.89810 2.12677
C 1.99990 -4.95648 2.75834
C 0.63476 -4.88883 2.88109
C -0.11502 -3.77152 2.41623
C 0.55839 -2.73396 1.82783
C 1.95686 -2.83377 1.66933
H -3.50401 -3.37434 -1.45745
H -4.16289 -3.91303 0.09151
H -2.41943 -3.71746 -0.09105
H -2.74778 -1.28555 -0.41521
H -5.70412 -1.83514 0.08333
H -4.96984 -1.23105 -1.39618
H -4.98158 -0.22681 0.06870
H -5.12339 -2.64734 2.10725
H -4.69355 -2.63620 4.53273
H -2.60404 -1.67841 5.41247
H 0.02597 -0.09015 3.31687
H -0.21937 -2.04399 5.64173
H 1.17732 -1.02112 5.30233
H 0.73432 -2.30708 4.17634
H -1.25048 0.10971 6.07944
H -1.82074 1.14160 4.78422
H -0.12595 1.22792 5.31946
H 4.86564 2.01233 -2.33978
H 5.43809 3.47172 -0.44591
H 4.06444 3.39489 1.60411
H 1.03077 1.31812 2.01980
H 3.65502 1.81453 3.47528
H 3.01877 0.23120 3.01809
H 2.16210 1.22066 4.20981
H 2.32436 4.01949 2.63670
H 1.04364 3.29388 3.59125
H 0.74148 3.75278 1.91076
H 3.29079 0.88642 -3.49084
H 3.88303 -1.62049 -1.86317
H 5.11446 -0.48245 -2.42612
H 4.15183 -1.39343 -3.59553
H 1.48939 -1.18912 -2.20135
H 1.69394 -0.87101 -3.92428
H 0.87682 0.32486 -2.90514
H 4.31394 -0.80566 0.31113
H 5.71914 -2.66666 1.12443
H 4.76386 -4.61811 2.24394
H 2.53659 -5.82035 3.13394
H 0.10563 -5.70410 3.35890
H -1.18933 -3.75131 2.56386
O -0.01862 2.63981 -0.83198
H -0.06035 2.86197 -1.79630
H 0.86230 2.90319 -0.51642
S -0.42340 2.59767 -3.91255
C 1.04837 2.71549 -4.72512
N 1.31199 2.17855 -5.90468
C 2.57741 2.52293 -6.56532
C 3.48403 3.13429 -5.48828
S 2.39175 3.60225 -4.10724
H 0.56713 1.71790 -6.40571
H 2.39277 3.22819 -7.37275
H 3.02434 1.62669 -6.98752
H 3.98592 4.02735 -5.84722
H 4.22876 2.43031 -5.12633
```

Properties
- Gap between HOMO and LUMO: 4.6 eV
- Total charge: +2
- Lowest unoccupied orbital energy: -6.44 eV
- Strongest force on any atom: 0.061 hartree/bohr
- Spin multiplicity: 1
- M: 962.457 g mol⁻¹